Record 1
{"formula": "C34H52B2CrN16", "method": "wB97M-V/def2-TZVPD", "symbols": ["Cr", "C", "C", "C", "C", "C", "C", "N", "N", "B", "N", "C", "C", "C", "N", "C", "C", "C", "N", "C", "C", "C", "N", "C", "C", "C", "H", "H", "H", "H", "H", "H", "H", "H", "H", "H", "H", "H", "H", "H", "H", "H", "H", "H", "H", "H", "H", "H", "H", "H", "H", "H", "H", "H", "C", "C", "N", "N", "C", "B", "N", "C", "C", "C", "N", "N", "C", "C", "C", "N", "N", "C", "C", "C", "N", "H", "H", "H", "H", "H", "H", "H", "H", "H", "H", "H", "H", "C", "C", "C", "C", "N", "N", "H", "H", "H", "H", "H", "H", "H", "H", "H", "H", "H", "H"], "positions_angstrom": [[-0.2254, -1.2957, 0.0775], [4.5912, -0.6880, 1.8526], [3.7196, -1.1693, 0.6913], [4.5880, -1.5969, -0.4952], [2.8274, -2.2996, 1.1071], [3.2504, -3.4559, 1.7663], [2.1123, -4.2176, 1.8997], [1.0863, -3.5601, 1.3536], [1.5108, -2.3571, 0.8560], [-0.3673, -4.0937, 1.2981], [-1.2822, -3.2182, 2.1543], [-2.3221, -3.5916, 2.9154], [-2.8478, -2.4653, 3.5095], [-2.0431, -1.4103, 3.0530], [-1.0991, -1.8724, 2.2309], [-2.1002, 0.0433, 3.4346], [-1.0665, 0.3493, 4.5221], [-3.4954, 0.4571, 3.8920], [-0.8087, -4.1160, -0.1931], [-1.3384, -5.1424, -0.8628], [-1.5086, -4.7645, -2.1808], [-1.0316, -3.4545, -2.2447], [-0.6246, -3.0601, -1.0327], [-0.9268, -2.6115, -3.4846], [0.4003, -1.8603, -3.5349], [-2.1179, -1.6653, -3.6540], [5.1643, 0.1946, 1.5603], [5.3057, -1.4602, 2.1452], [4.0010, -0.4397, 2.7364], [3.0911, -0.3421, 0.3752], [5.2006, -2.4593, -0.2265], [5.2637, -0.7927, -0.7982], [3.9800, -1.8873, -1.3561], [4.2469, -3.7014, 2.0938], [1.9568, -5.1884, 2.3427], [-0.3874, -5.2249, 1.6984], [-2.6065, -4.6302, 2.9903], [-3.6802, -2.4152, 4.1918], [-1.8520, 0.6308, 2.5504], [-1.3204, -0.1788, 5.4452], [-1.0408, 1.4204, 4.7371], [-0.0685, 0.0306, 4.2197], [-3.7598, -0.0290, 4.8350], [-4.2540, 0.1955, 3.1515], [-3.5316, 1.5364, 4.0501], [-1.5331, -6.0764, -0.3599], [-1.8836, -5.3583, -2.9982], [-0.9455, -3.3242, -4.3127], [0.4068, -1.0944, -2.7533], [0.5177, -1.3558, -4.4961], [1.2472, -2.5345, -3.3879], [-2.1597, -0.9383, -2.8416], [-3.0553, -2.2236, -3.6671], [-2.0363, -1.1185, -4.5961], [-4.3393, -0.6681, 0.1379], [-3.2080, -1.4071, -0.1983], [-2.1462, -0.6120, -0.3033], [-2.5668, 0.6507, -0.0425], [-3.8869, 0.6294, 0.2311], [-1.6802, 1.9200, -0.1771], [-0.4044, 1.7790, 0.7231], [0.2089, 2.7385, 1.4347], [1.2673, 2.1768, 2.1250], [1.2196, 0.8267, 1.7857], [0.2276, 0.5925, 0.9243], [-1.2097, 2.1333, -1.6391], [-1.2463, 3.2393, -2.4155], [-0.6528, 2.9379, -3.6209], [-0.2764, 1.5950, -3.4839], [-0.5939, 1.1190, -2.2854], [-2.5131, 3.1089, 0.2781], [-3.5356, 3.7057, -0.3964], [-4.2412, 4.4716, 0.4907], [-3.5808, 4.2676, 1.7200], [-2.5588, 3.4424, 1.5971], [-5.3405, -1.0275, 0.3021], [-3.1028, -2.4718, -0.3459], [-4.4191, 1.5351, 0.4730], [-0.1771, 3.7434, 1.4398], [1.9311, 2.6640, 2.8200], [1.8125, 0.0014, 2.1449], [-1.6744, 4.1630, -2.0633], [-0.5360, 3.5853, -4.4745], [0.2049, 0.9534, -4.2097], [-3.7117, 3.5106, -1.4432], [-5.1031, 5.0849, 0.2875], [-3.8089, 4.6922, 2.6860], [3.5287, 2.8382, -3.1160], [3.0762, 2.8651, -1.6605], [4.2495, 2.6902, -0.6948], [2.2849, 4.1295, -1.3545], [2.1355, 1.7441, -1.4288], [2.3854, 0.5379, -1.8325], [4.1622, 3.7055, -3.2977], [2.6735, 2.8881, -3.7928], [4.1335, 1.9580, -3.3511], [4.9389, 3.5263, -0.8205], [4.7900, 1.7640, -0.8939], [3.9022, 2.6823, 0.3404], [2.9187, 4.9970, -1.5363], [1.9731, 4.1487, -0.3083], [1.4017, 4.2024, -1.9930], [1.4511, 1.8043, -0.6724], [2.8276, 0.4579, -2.7389], [1.6617, -0.1387, -1.6113]], "forces_ev_per_a": [[0.0, -0.2, 0.4], [0.1, 0.0, 0.0], [0.1, -0.1, -0.1], [0.0, 0.0, 0.0], [0.0, 0.0, 0.0], [0.0, 0.0, 0.0], [0.0, -0.1, 0.0], [0.0, 0.1, 0.0], [-0.1, -0.3, 0.0], [0.0, 0.0, -0.1], [0.1, 0.2, 0.1], [0.0, 0.0, 0.0], [0.0, 0.0, 0.1], [0.1, 0.1, 0.0], [-0.1, -0.2, -0.2], [0.0, 0.0, 0.0], [0.0, 0.0, 0.0], [0.0, 0.0, 0.0], [0.0, 0.0, 0.0], [0.0, 0.0, 0.0], [0.0, -0.1, 0.0], [0.0, 0.1, -0.1], [0.0, 0.0, 0.3], [0.0, 0.0, 0.0], [0.1, 0.0, 0.0], [0.0, 0.0, 0.0], [0.0, 0.0, 0.0], [0.0, 0.0, 0.0], [0.0, 0.0, 0.0], [-0.1, 0.1, -0.1], [0.0, 0.0, 0.0], [0.0, 0.0, 0.0], [0.0, 0.0, 0.0], [-0.1, 0.0, 0.0], [0.0, 0.0, 0.0], [0.0, 0.0, 0.0], [0.0, 0.1, 0.0], [0.0, 0.0, 0.0], [0.0, 0.0, 0.0], [0.0, 0.0, 0.0], [0.0, 0.0, 0.0], [0.0, 0.0, 0.0], [0.0, 0.0, 0.0], [0.0, 0.0, 0.0], [0.0, 0.0, 0.0], [0.0, 0.0, 0.0], [0.0, 0.0, 0.1], [0.0, 0.0, 0.0], [-0.1, -0.1, -0.1], [0.0, 0.0, 0.0], [0.0, 0.0, 0.0], [0.0, 0.0, -0.1], [0.0, 0.0, 0.0], [0.0, 0.0, 0.0], [0.0, 0.0, 0.0], [0.0, 0.0, 0.0], [0.1, 0.1, 0.0], [0.1, -0.1, -0.1], [0.0, 0.1, 0.0], [0.0, 0.0, 0.0], [0.0, -0.1, -0.1], [0.0, 0.1, 0.0], [0.0, 0.0, 0.0], [-0.1, -0.1, 0.0], [0.1, 0.0, -0.1], [0.0, 0.0, 0.0], [0.1, 0.1, 0.0], [0.0, 0.0, 0.0], [0.1, -0.1, 0.0], [-0.1, 0.1, 0.0], [0.1, 0.0, 0.0], [0.0, -0.1, 0.0], [0.0, 0.0, 0.1], [0.0, 0.0, 0.1], [-0.1, 0.0, -0.1], [0.0, 0.0, 0.0], [0.0, 0.0, 0.0], [0.0, 0.0, 0.0], [0.0, 0.0, 0.0], [0.0, 0.0, 0.0], [0.0, 0.0, 0.0], [0.0, 0.0, 0.0], [0.0, 0.0, 0.0], [0.0, 0.0, 0.1], [0.0, 0.0, 0.1], [0.0, 0.0, 0.0], [0.0, 0.0, 0.0], [0.0, 0.0, 0.0], [-0.1, -0.1, 0.0], [0.0, 0.1, 0.0], [0.0, 0.1, 0.0], [-0.1, 0.9, 0.6], [0.1, -0.7, -0.4], [0.0, 0.0, 0.0], [0.0, 0.0, 0.0], [0.0, 0.0, 0.0], [0.0, 0.0, 0.0], [0.0, 0.0, 0.0], [0.0, 0.0, 0.0], [0.0, 0.0, 0.0], [0.0, 0.0, 0.0], [0.1, 0.0, 0.0], [0.0, 0.1, -0.1], [0.1, -0.1, 0.0], [-0.1, -0.1, -0.1]], "charge": 1, "multiplicity": 6, "homo_ev": [-10.46, -10.89], "e_above_lowest_ev": 0.412, "s_squared": 8.767, "e_lumo_ev": [-1.94, -4.25]}

Record 2
{"formula": "C5H12O2", "method": "wB97M-V/def2-TZVPD", "symbols": ["O", "C", "C", "C", "C", "C", "H", "H", "H", "H", "H", "H", "H", "H", "H", "H", "H", "H", "O"], "positions_angstrom": [[-0.1247, 0.8713, 1.1025], [-1.3162, 0.8981, 0.6883], [-1.6220, 0.2988, -0.7522], [-0.2033, -0.1208, -1.4364], [0.2480, -1.5871, -1.1158], [-0.7351, -2.6775, -0.4440], [-2.1453, 1.4957, 1.0949], [-2.0816, 0.9177, -1.4366], [-2.2138, -0.6625, -0.5326], [0.6532, 0.3865, -1.0347], [-0.5130, 0.1551, -2.3499], [1.0928, -1.4896, -0.4441], [0.6779, -1.9889, -2.0459], [-1.6075, -2.9836, -0.9586], [-0.9877, -2.1580, 0.4830], [-0.1271, -3.5133, -0.2393], [2.2903, 1.7759, 1.2258], [3.6130, 1.6072, 2.0555], [3.0148, 2.3273, 1.7153]], "forces_ev_per_a": [[-5.6, 0.1, -0.8], [4.7, 0.2, -0.9], [3.4, -3.7, 2.1], [-1.2, -2.0, 4.5], [-1.0, -1.0, -0.9], [1.6, 3.3, -0.1], [0.1, 0.0, 0.8], [-1.7, 1.9, -0.5], [0.5, 1.5, -0.2], [-0.2, 1.3, -0.4], [0.1, 0.3, -3.9], [0.1, -0.2, 0.2], [-0.2, 0.0, 0.2], [-0.8, 0.0, -0.8], [-0.4, -0.7, 0.3], [0.6, -1.0, 0.4], [2.1, 1.6, 1.3], [-0.7, 1.1, -0.4], [-1.3, -2.8, -0.9]], "charge": 1, "multiplicity": 2, "homo_ev": [-14.35, -14.32], "e_above_lowest_ev": 2.673, "s_squared": 0.760, "e_lumo_ev": [-6.70, -10.04]}

Record 3
{"formula": "BH20NiO8", "method": "wB97M-V/def2-TZVPD", "symbols": ["Ni", "B", "H", "H", "H", "H", "O", "H", "H", "O", "H", "H", "O", "H", "H", "O", "H", "H", "O", "H", "H", "O", "H", "H", "O", "H", "H", "O", "H", "H"], "positions_angstrom": [[22.6608, 3.8806, 6.1457], [21.5219, 4.1011, 7.8658], [20.9857, 4.2903, 8.7828], [22.5628, 4.2869, 8.0812], [21.4558, 3.0953, 7.4806], [21.2811, 4.7968, 7.0770], [21.6573, 5.2785, 4.7672], [22.2098, 5.9066, 4.3019], [20.8154, 5.7238, 4.8623], [20.7256, 0.2221, 6.6928], [20.4124, -0.4308, 7.3187], [20.0264, 0.8748, 6.6568], [21.5698, 2.3360, 4.9820], [21.0840, 1.5625, 5.2683], [21.6740, 2.2181, 4.0379], [22.7014, 2.7234, 10.4912], [23.5254, 2.7992, 10.0100], [22.1743, 3.4601, 10.1820], [24.1375, 2.6749, 7.1295], [24.1317, 1.7254, 7.0082], [24.7731, 2.8235, 7.8296], [23.7975, 5.5051, 6.4930], [24.6513, 5.5907, 6.9171], [23.5978, 6.3858, 6.1756], [22.7123, 6.3117, 9.8248], [22.7994, 5.7547, 9.0512], [23.2968, 7.0506, 9.6555], [19.1753, 5.6322, 8.8225], [18.8842, 5.1126, 9.5718], [19.9787, 5.2019, 8.5296]], "forces_ev_per_a": [[-0.2, -0.3, -0.7], [-0.1, -0.3, 0.4], [-1.4, 0.1, 2.7], [3.8, 0.5, 1.4], [-0.8, -4.1, -0.9], [-1.7, 3.0, -2.6], [0.7, -0.4, -0.1], [0.2, 0.2, -0.4], [-0.6, -0.1, 0.4], [0.3, 0.3, -0.5], [0.0, -0.3, 0.2], [-0.5, 0.1, 0.4], [0.6, 0.8, 0.0], [0.1, -0.6, 0.6], [0.1, 0.1, -0.4], [0.1, -0.4, 0.2], [0.1, 0.1, 0.1], [-0.2, 0.3, 0.0], [0.0, 0.0, -0.8], [-0.2, -0.5, -0.1], [0.1, 0.4, 0.3], [0.6, 0.3, -0.4], [0.4, -0.3, 0.2], [-0.4, 0.3, -0.1], [0.1, 0.0, 0.1], [-0.2, -0.2, -0.2], [0.1, 0.3, 0.2], [-0.7, 0.6, -0.2], [-0.1, 0.0, 0.2], [-0.2, 0.2, 0.0]], "charge": 1, "multiplicity": 3, "homo_ev": [-12.91, -12.91], "e_above_lowest_ev": 1.772, "s_squared": 2.003, "e_lumo_ev": [-4.09, -5.38]}

Record 4
{"formula": "C3H6N2O", "method": "wB97M-V/def2-TZVPD", "symbols": ["C", "C", "N", "N", "C", "O", "H", "H", "H", "H", "H", "H"], "positions_angstrom": [[1.8271, -0.8539, -0.1316], [0.5218, -0.8834, 0.0975], [-0.4082, 0.2007, 0.0068], [0.0633, 1.4881, -0.0586], [-1.7308, -0.0639, 0.0124], [-2.2550, -1.1232, -0.1591], [2.3688, 0.0854, -0.2995], [2.3596, -1.8436, -0.0389], [-0.0015, -1.8685, 0.4296], [-0.2477, 2.0648, -0.8462], [-0.0321, 1.9846, 0.8054], [-2.4654, 0.8128, 0.1822]], "forces_ev_per_a": [[0.5, -0.6, 0.4], [-1.4, -1.6, 0.4], [1.0, -0.8, 0.1], [0.6, 1.0, -0.5], [-2.5, 1.6, 0.2], [0.1, -1.5, 0.0], [-0.2, -0.6, -0.2], [-0.4, 1.5, -0.1], [0.9, 2.0, -0.9], [0.0, -0.8, 0.4], [-0.1, 0.2, 0.4], [1.6, -0.4, -0.2]], "charge": 0, "smiles": "C=CN(N)C=O", "homo_ev": -9.02, "e_above_lowest_ev": 2.531, "e_lumo_ev": 0.82}